Record 1
{"formula": "C3H6BBrO2", "method": "the ωB97M-V functional and the def2-TZVPD basis", "e_above_lowest_ev": 2.674, "e_lumo_ev": -3.17, "total_charge": 0, "symbols": ["B", "C", "C", "C", "O", "O", "Br", "H", "H", "H", "H", "H", "H"], "xyz": [[-1.3087, -0.3377, -0.6820], [2.1518, 0.3767, 0.7781], [0.8240, 0.2502, 0.5170], [0.0063, 0.5202, -0.5487], [-2.0923, -0.0492, -1.7257], [-1.6724, -1.1752, 0.3222], [0.2188, -2.5492, -1.9871], [2.5401, 0.2291, 1.8112], [2.8862, 0.5009, -0.0164], [0.4807, -0.4209, 1.3666], [0.2009, 1.4174, -1.0516], [-3.0572, -0.1556, -1.5301], [-2.3205, -1.9593, 0.0699]], "mulliken_charge": [0.58, -0.48, 0.01, -0.23, -0.44, -0.54, -0.56, 0.25, 0.25, 0.18, 0.36, 0.30, 0.32]}

Record 2
{"formula": "C3H6BF3O2", "method": "the ωB97M-V functional and the def2-TZVPD basis", "e_above_lowest_ev": 3.064, "e_lumo_ev": [0.11, 0.33], "total_charge": 0, "symbols": ["B", "C", "C", "C", "O", "O", "F", "F", "F", "H", "H", "H", "H", "H", "H"], "xyz": [[1.0662, 0.6934, 0.8416], [-1.1191, -0.5107, -1.5411], [-0.7208, -1.0058, -0.1952], [-0.3593, 1.2850, 1.1284], [1.7248, 0.9964, -0.2608], [1.6050, -0.1103, 1.7742], [0.3361, -1.8677, -0.0634], [-1.1715, 0.8390, 2.1041], [-1.2360, 1.9016, 0.2954], [-1.5852, -1.1917, -2.2602], [-1.7183, 0.3971, -1.5494], [-0.1495, -0.0604, -1.9009], [-1.4797, -1.3076, 0.5713], [2.6809, 0.7628, -0.3315], [2.1264, -0.8211, 1.3875]], "mulliken_charge": [0.69, -0.71, -0.12, 0.23, -0.51, -0.53, -0.27, -0.23, -0.25, 0.31, 0.29, 0.20, 0.30, 0.30, 0.29]}

Record 3
{"formula": "C3H6BNO2", "method": "the ωB97M-V functional and the def2-TZVPD basis", "e_above_lowest_ev": 4.490, "e_lumo_ev": -0.86, "total_charge": 0, "symbols": ["B", "C", "C", "C", "N", "O", "O", "H", "H", "H", "H", "H", "H"], "xyz": [[-1.9606, -0.6036, -0.3235], [2.0122, 1.0809, 0.3275], [1.7059, -0.0755, -0.2198], [0.5132, -0.9352, -0.1565], [-0.5980, -0.2984, -0.3442], [0.7356, -2.1427, 0.1131], [-2.7238, 0.4747, 0.0984], [-2.3588, -1.5904, -0.4363], [3.0083, 1.5726, 0.3524], [1.1462, 1.5720, 0.8185], [2.4349, -0.6941, -0.6334], [-0.3131, 1.3192, 0.0160], [-3.6021, 0.3207, 0.3878]], "mulliken_charge": [0.39, -0.69, -0.11, 0.74, -0.44, -0.62, -0.55, -0.04, 0.27, 0.09, 0.35, 0.30, 0.31]}

Record 4
{"formula": "C3H6BiO3", "method": "the ωB97M-V functional and the def2-TZVPD basis", "multiplicity": 2, "e_lumo_ev": [0.10, -0.81], "total_charge": 0, "symbols": ["O", "C", "C", "O", "C", "Bi", "H", "H", "H", "H", "H", "O", "H"], "xyz": [[-1.1025, -3.4308, 0.4385], [-0.8582, -2.7760, -0.7140], [-0.5551, -1.4544, -0.7134], [-0.4228, -0.7792, 0.4491], [0.8253, 2.0767, 0.2922], [-0.9253, -2.0759, 1.8957], [-0.9238, -3.3345, -1.6593], [-0.3916, -0.9110, -1.6546], [0.5456, 1.8500, 1.3336], [1.5722, 1.3583, -0.0690], [-0.0693, 2.0611, -0.3496], [1.4611, 3.3743, 0.2202], [0.8443, 4.0415, 0.5307]], "mulliken_charge": [-0.62, -0.09, -0.04, -0.53, -0.39, 0.63, 0.32, 0.33, 0.22, 0.19, 0.23, -0.54, 0.29]}

Record 5
{"formula": "C3H6Br2O", "method": "the ωB97M-V functional and the def2-TZVPD basis", "e_above_lowest_ev": 3.898, "e_lumo_ev": [0.12, -0.19], "total_charge": 0, "symbols": ["C", "C", "C", "O", "Br", "Br", "H", "H", "H", "H", "H", "H"], "xyz": [[-1.1144, -0.0505, -0.7263], [0.9262, 0.1530, 1.9564], [2.3792, -0.0730, 0.1591], [1.8610, -0.3342, 1.2971], [3.9310, -1.0223, -0.1371], [2.3736, 1.7603, -0.3598], [-2.1629, 0.1683, -0.6380], [-1.1185, -1.1319, -1.0086], [-0.6189, -0.0090, 0.2442], [-0.5789, 0.6471, -1.4059], [0.5960, 1.1538, 1.7342], [0.3589, -0.5123, 2.5140]], "mulliken_charge": [-0.72, -0.71, 0.21, -0.13, -0.10, -0.13, 0.35, 0.26, 0.01, 0.20, 0.41, 0.35]}

Record 6
{"formula": "C3H6BrCl3Si", "method": "the ωB97M-V functional and the def2-TZVPD basis", "multiplicity": 3, "e_lumo_ev": [0.58, -4.25], "total_charge": 0, "symbols": ["C", "C", "C", "Si", "Cl", "Cl", "Cl", "Br", "H", "H", "H", "H", "H", "H"], "xyz": [[-1.6513, -0.1200, -0.2910], [-0.7139, -0.3279, 0.8900], [0.8059, -0.4816, 0.4370], [1.4060, 0.9095, -0.7770], [1.6177, -0.7283, 1.9572], [0.6703, 2.6043, 0.0248], [3.4098, 1.0062, -0.9547], [0.9356, -2.2086, -0.5863], [-1.7981, -1.2273, -0.7123], [-2.5238, 0.2299, 0.1511], [-1.3792, 0.7137, -1.0822], [-0.9693, -1.3409, 1.4045], [-0.5707, 0.4218, 1.6917], [0.7611, 0.5493, -2.1526]], "mulliken_charge": [-0.88, -0.86, 0.14, 0.58, -0.14, -0.23, -0.22, 0.03, 0.27, 0.31, 0.24, 0.34, 0.48, -0.07]}

Record 7
{"formula": "C3H6BrI", "method": "the ωB97M-V functional and the def2-TZVPD basis", "e_above_lowest_ev": 1.500, "e_lumo_ev": 0.21, "total_charge": 0, "symbols": ["C", "C", "C", "Br", "I", "H", "H", "H", "H", "H", "H"], "xyz": [[1.4928, -0.4616, -0.4021], [-0.0187, 0.0966, -0.3801], [-1.2770, 0.0428, 0.6338], [-2.4555, 1.2382, -0.3466], [-0.8487, 0.8057, 2.5924], [1.9871, 0.1741, -1.0753], [1.6750, -0.3294, 0.6762], [1.4889, -1.4530, -0.7650], [0.1950, 1.0944, -0.5939], [-0.4772, -0.2691, -1.2675], [-1.7617, -0.9386, 0.9281]], "mulliken_charge": [-0.92, -0.91, -0.27, -0.10, 0.07, 0.31, 0.26, 0.29, 0.45, 0.41, 0.43]}

Record 8
{"formula": "C3H6BrI", "method": "the ωB97M-V functional and the def2-TZVPD basis", "e_above_lowest_ev": 1.577, "e_lumo_ev": -0.92, "total_charge": 0, "symbols": ["C", "C", "C", "Br", "I", "H", "H", "H", "H", "H", "H"], "xyz": [[0.3697, 0.0969, -1.2215], [0.2809, 0.0891, 1.2877], [-0.4557, 0.1186, -0.0212], [-1.2275, -2.2363, -0.1265], [-2.2533, 1.2482, 0.0162], [-0.3989, -0.0151, -1.9095], [0.8235, 1.0343, -1.3850], [1.1510, -0.6454, -1.3161], [-0.1491, -0.3884, 2.1786], [0.7303, 1.1568, 1.4379], [1.1293, -0.4587, 1.0593]], "mulliken_charge": [-1.17, -1.05, -0.01, -0.26, 0.20, 0.42, 0.41, 0.37, 0.36, 0.33, 0.39]}

Record 9
{"formula": "C3H6BrMgO", "method": "the ωB97M-V functional and the def2-TZVPD basis", "e_above_lowest_ev": 0.216, "e_lumo_ev": -8.05, "total_charge": 1, "symbols": ["Mg", "Br", "C", "C", "O", "C", "H", "H", "H", "H", "H", "H"], "xyz": [[1.9937, 1.5236, 5.0408], [0.2075, 1.7714, 3.4897], [-0.6560, 0.0949, -2.0348], [0.3624, -0.3612, -1.0085], [1.5443, -0.4009, -1.2387], [-0.1508, -0.7507, 0.3647], [-1.2512, -0.6807, -2.5058], [-0.1041, 0.6270, -2.8137], [-1.2853, 0.8523, -1.5591], [-1.0980, -1.2862, 0.4241], [-0.1447, 0.0732, 1.0793], [0.5822, -1.4625, 0.7620]], "mulliken_charge": [1.03, -0.05, -1.01, 0.72, -0.54, -0.71, 0.30, 0.30, 0.32, 0.35, -0.03, 0.32]}

Record 10
{"formula": "C3H6BrN2O3", "method": "the ωB97M-V functional and the def2-TZVPD basis", "e_lumo_ev": 3.25, "total_charge": -1, "symbols": ["C", "C", "C", "N", "N", "O", "O", "O", "Br", "H", "H", "H", "H", "H", "H"], "xyz": [[-0.8267, -0.0693, -1.9250], [0.8587, 0.0595, 1.1380], [1.1937, -0.7798, -0.0396], [-1.7831, -0.3738, -1.1999], [1.5007, -1.5978, -0.8054], [1.6904, -2.4546, -1.6460], [-2.4704, 0.6021, -0.4307], [1.0658, 1.4334, 0.8339], [0.5322, 1.7108, 3.9280], [-0.5285, -0.8864, -2.5390], [-0.3971, 0.8671, -2.1626], [1.5637, -0.2187, 1.8858], [-0.0736, -0.4034, 1.4887], [-3.2502, 0.0994, -0.0842], [0.9243, 2.0111, 1.5579]], "mulliken_charge": [-0.46, -0.40, 0.19, -0.36, 0.45, -0.74, -0.36, -0.45, -0.90, 0.37, 0.40, 0.43, 0.27, 0.37, 0.20]}

Record 11
{"formula": "C3H6BrN3", "method": "the ωB97M-V functional and the def2-TZVPD basis", "e_above_lowest_ev": 3.722, "e_lumo_ev": [-1.39, -2.38], "total_charge": 0, "symbols": ["C", "C", "C", "N", "N", "N", "Br", "H", "H", "H", "H", "H", "H"], "xyz": [[0.1384, -1.8752, -0.3806], [0.8812, -0.5928, -0.6340], [0.0563, 1.6373, 0.6536], [-0.7622, -1.7150, 0.5027], [0.2628, 0.2355, 0.4522], [-0.7788, -0.4700, 0.9290], [-2.9659, 0.4158, -0.7980], [0.4337, -2.8296, -0.7209], [1.8793, -0.6547, -0.3970], [0.5886, -0.0132, -1.6529], [1.0004, 2.0680, 0.6776], [-0.3038, 2.1874, -0.2490], [-0.4300, 1.6065, 1.6172]], "mulliken_charge": [-0.09, -0.44, -0.84, -0.42, 0.43, -0.30, -0.42, 0.44, 0.33, 0.29, 0.40, 0.32, 0.31]}

Record 12
{"formula": "C3H6BrN3", "method": "the ωB97M-V functional and the def2-TZVPD basis", "e_above_lowest_ev": 0.505, "smiles": "Cn1ccnn1.Br", "e_lumo_ev": 0.76, "total_charge": 0, "symbols": ["C", "C", "C", "N", "N", "N", "Br", "H", "H", "H", "H", "H", "H"], "xyz": [[0.6734, -1.0369, -0.8391], [-0.4228, -0.2213, -0.9891], [-1.8514, 0.9315, 0.7182], [0.8979, -1.1885, 0.4814], [-0.7979, 0.0677, 0.2765], [0.0088, -0.5366, 1.1357], [4.2532, 0.3456, -0.1893], [1.2909, -1.5100, -1.5734], [-0.9278, 0.1596, -1.8504], [3.2203, -0.4697, 0.3122], [-1.8284, 0.9514, 1.8055], [-1.6949, 1.9408, 0.3333], [-2.8214, 0.5663, 0.3785]], "mulliken_charge": [-0.47, -0.09, -0.85, -0.37, 0.53, -0.56, -0.25, 0.44, 0.43, 0.23, 0.32, 0.32, 0.31]}